The following is a DFT calculation (ωB97M-V/def2-TZVPD) of 2 unconnected molecules or ions with the total composition CH3Cl2N4.

```
10
Properties=species:S:1:pos:R:3:forces:R:3
C -0.39204 0.32680 2.75222 1.73 -1.93 -3.98
N 0.01963 -0.13161 1.78740 -0.59 0.41 1.01
N 0.08847 -0.06569 -1.38742 -1.68 1.31 -2.13
N -0.61823 0.82528 -0.92838 -0.55 1.48 1.72
N 0.53497 -1.00562 -0.65959 1.30 -1.19 2.95
Cl -1.44940 1.89611 -1.93009 0.56 -0.80 -0.27
Cl 1.94826 -1.83369 -1.26977 -1.06 0.83 0.58
H -0.60688 0.80348 3.59327 -1.16 1.71 3.38
H 0.10060 -0.24048 -2.34563 0.51 -0.09 -2.92
H 0.37463 -0.57458 0.38799 0.94 -1.72 -0.34
```
Forces are in eV/Å.

Results
energy = -1178.84145 hartree
HOMO energy = -0.537 hartree
charge = +1
energy relative to the best compared isomer or geometry (same formula, charge and spin) = 249.4 kJ/mol

---

The following is a DFT calculation (ωB97M-V/def2-TZVPD) of a single CH3Cl2OP molecule.

```
8
Properties=species:S:1:pos:R:3:forces:R:3
C 1.01922 -0.00121 0.16369 -0.38 -1.12 -1.15
P -0.74648 0.04676 -0.22071 -1.22 -1.25 -1.06
O -1.11845 -0.51405 -1.54216 0.66 0.70 1.06
Cl -1.50773 1.93522 -0.05499 0.42 -0.61 0.46
Cl -1.63171 -1.17175 1.22469 0.48 1.00 -0.33
H 1.25610 -0.11657 1.22755 0.00 0.50 -0.40
H 1.23484 -0.98254 -0.37172 0.04 1.09 0.71
H 1.49422 0.80413 -0.42635 0.00 -0.31 0.71
```
Forces are in eV/Å.

Results
energy = -1376.96216 hartree
HOMO energy = -0.405 hartree
SMILES string = CP(=O)(Cl)Cl
energy relative to the best compared isomer or geometry (same formula, charge and spin) = 0.0 kJ/mol

---

The following is a DFT calculation (ωB97M-V/def2-TZVPD) of a single CH3Cl3N2 molecule.

```
9
Properties=species:S:1:pos:R:3:forces:R:3
C 1.15561 0.02784 0.18721 -0.98 -1.28 -3.69
N -0.22243 0.40910 0.35250 0.69 1.15 -0.59
Cl -0.48104 1.84882 -0.77531 -0.20 -0.56 0.34
N -1.06516 -0.59550 0.20904 -0.99 0.12 1.58
Cl -1.36174 -1.29471 -1.31314 0.08 -0.26 -1.10
Cl -2.57701 -0.11235 0.92918 -0.13 -0.26 -0.13
H 1.44467 -0.63265 0.89351 0.42 -2.26 2.67
H 1.37806 -0.51206 -0.79961 -0.38 1.09 0.97
H 1.72905 0.86151 0.31662 1.50 2.27 -0.06
```
Forces are in eV/Å.

Results
energy = -1529.83730 hartree
HOMO energy = -0.365 hartree
SMILES string = CN(Cl)N(Cl)Cl
energy relative to the best compared isomer or geometry (same formula, charge and spin) = 177.9 kJ/mol

---

The following is a DFT calculation (ωB97M-V/def2-TZVPD) of 2 unconnected molecules or ions with the total composition CH3Cl3Si.

```
8
Properties=species:S:1:pos:R:3:forces:R:3
C 0.72079 0.69473 -1.02846 0.02 0.32 -0.16
Si -1.12387 0.10163 -1.32418 0.72 -0.40 -0.15
Cl 1.79958 0.29616 -2.39309 -0.12 0.05 -0.06
Cl 1.24040 -0.22495 0.41931 -0.41 -0.04 -0.11
Cl -0.43193 -1.72972 3.04535 -0.07 -0.06 0.09
H 0.89394 1.75009 -0.80614 -0.12 -0.22 -0.01
H -1.44861 -1.78763 2.27045 0.03 0.00 0.02
H -1.65031 0.89970 -0.18324 -0.05 0.35 0.39
```
Forces are in eV/Å.

Results
energy = -1709.89265 hartree
HOMO energy = -0.342 hartree
energy relative to the best compared isomer or geometry (same formula, charge and spin) = 670.0 kJ/mol

---

The following is a DFT calculation (ωB97M-V/def2-TZVPD) of 2 unconnected molecules or ions with the total composition CH3ClFNS.

```
8
Properties=species:S:1:pos:R:3:forces:R:3
C 0.30966 0.77624 0.90686 1.08 2.43 0.86
N -0.68456 -0.11037 0.48773 2.83 1.30 -0.83
F 0.61584 1.77686 0.06906 -0.94 -1.11 -0.03
S 3.02344 0.80234 1.36258 -1.33 -0.93 -0.42
Cl 2.71095 2.31860 2.64922 -0.24 0.27 0.22
H 0.35015 1.19765 1.99014 -0.36 -1.28 -1.81
H -0.46240 -0.72267 -0.31436 -0.11 0.93 0.18
H -0.79099 -0.68561 1.25963 -0.92 -1.61 1.82
```
Forces are in eV/Å.

Results
energy = -1052.80645 hartree
HOMO energy (spin up / spin down) = -0.295 / -0.295 hartree
energy relative to the best compared isomer or geometry (same formula, charge and spin) = 182.1 kJ/mol

---

The following is a DFT calculation (ωB97M-V/def2-TZVPD) of a single CH3ClN2 molecule.

```
7
Properties=species:S:1:pos:R:3:forces:R:3
H -2.01138 0.20217 0.08468 0.29 -0.20 0.04
N -1.21414 0.76563 -0.18551 -0.43 0.49 -0.14
C -0.10648 0.17632 -0.19225 -0.97 -3.16 1.44
N 1.04079 0.76279 -0.59537 1.05 1.08 -0.35
Cl 1.03361 2.50316 -0.65692 0.18 -0.90 -0.03
H 0.02345 -0.97324 0.16863 0.09 2.55 -1.02
H 1.92618 0.40191 -0.26608 -0.22 0.13 0.05
```
Forces are in eV/Å.

Results
energy = -609.54887 hartree
HOMO energy = -0.351 hartree
SMILES string = [H]/N=C/NCl
energy relative to the best compared isomer or geometry (same formula, charge and spin) = 220.1 kJ/mol

---

The following is a DFT calculation (ωB97M-V/def2-TZVPD) of a single CH3ClN2 molecule.

```
7
Properties=species:S:1:pos:R:3:forces:R:3
Cl -2.44102 -0.14312 -0.06362 -1.58 0.29 -0.66
C -0.83504 0.22440 0.29043 3.01 -2.50 2.35
N 0.16507 0.55579 -0.65629 -0.20 0.88 1.06
N 0.07877 -0.86421 -0.32683 -0.42 0.91 1.05
H -0.72262 0.48730 1.36350 0.23 -0.04 -1.03
H -0.43125 0.60257 -1.41189 -0.69 0.63 -3.23
H 0.94308 -0.99076 0.19944 -0.36 -0.17 0.47
```
Forces are in eV/Å.

Results
energy = -609.51469 hartree
HOMO energy = -0.381 hartree
SMILES string = ClC1NN1
energy relative to the best compared isomer or geometry (same formula, charge and spin) = 309.8 kJ/mol

---

The following is a DFT calculation (ωB97M-V/def2-TZVPD) of a single CH3ClN2O2 molecule.

```
9
Properties=species:S:1:pos:R:3:forces:R:3
C -0.11682 0.07598 -0.07912 0.91 -1.56 -1.29
N -1.26738 0.86872 -0.10346 -4.67 1.61 0.15
N -2.35843 0.16371 0.04068 5.12 0.95 -1.00
O -2.36514 -1.04019 0.09943 -1.43 -0.67 0.49
O -3.54609 0.92937 -0.00581 -0.41 -0.67 0.09
Cl -4.87166 -0.14658 -0.02865 0.38 0.69 0.02
H 0.77546 0.50080 -0.61401 -0.96 0.43 1.23
H 0.00788 -0.23545 0.96175 0.74 -0.31 -0.22
H -0.35099 -0.78360 -0.72583 0.32 -0.47 0.54
```
Forces are in eV/Å.

Results
energy = -759.86762 hartree
HOMO energy = -0.369 hartree
SMILES string = C/N=[N+](\[O-])OCl
energy relative to the best compared isomer or geometry (same formula, charge and spin) = 377.6 kJ/mol

---

The following is a DFT calculation (ωB97M-V/def2-TZVPD) of 2 unconnected molecules or ions with the total composition CH3ClN2O2.

```
9
Properties=species:S:1:pos:R:3:forces:R:3
C 0.27601 0.20286 0.62368 1.95 1.18 1.36
N 1.58774 -0.00664 0.41981 0.16 0.35 2.26
N -0.68785 -0.28190 -1.17718 -1.41 -1.24 -2.38
O -0.52920 0.59177 1.42500 1.10 -0.38 0.77
O -1.64439 0.60103 -1.03559 -1.31 1.55 0.80
Cl -1.29894 -1.87128 -0.82901 -0.03 -0.24 -0.08
H 1.81416 -0.14285 -0.56699 0.25 -0.11 0.81
H 2.34630 0.04251 1.20711 -1.51 -0.06 -1.94
H -1.86383 0.86450 -0.06682 0.80 -1.05 -1.60
```
Forces are in eV/Å.

Results
energy = -759.85742 hartree
HOMO energy (spin up / spin down) = -0.230 / -0.389 hartree
2S+1 = 3
energy relative to the best compared isomer or geometry (same formula, charge and spin) = 91.5 kJ/mol

---

The following is a DFT calculation (ωB97M-V/def2-TZVPD) of a single CH3ClN4 molecule.

```
9
Properties=species:S:1:pos:R:3:forces:R:3
Cl 1.68538 0.37162 -1.66338 -0.08 0.63 -0.32
C 0.06024 0.67865 -0.70333 2.02 -2.93 1.60
N 0.34869 1.29703 0.53911 0.17 1.08 -0.16
N 0.22974 0.45436 1.45382 0.61 0.81 2.02
N -0.16618 -0.67460 1.03344 -0.23 -1.59 0.09
N -0.38598 -0.59483 -0.33167 -0.31 0.87 1.37
H -0.58685 1.24242 -1.23005 -1.57 1.73 -2.62
H -0.36058 -1.44158 1.68308 0.08 0.45 -0.88
H -0.82446 -1.33307 -0.78103 -0.72 -1.05 -1.10
```
Forces are in eV/Å.

Results
energy = -719.01188 hartree
HOMO energy (spin up / spin down) = -0.319 / -0.319 hartree
SMILES string = Cl[C@@H]1N=NNN1
energy relative to the best compared isomer or geometry (same formula, charge and spin) = 9.5 kJ/mol

---

The following is a DFT calculation (ωB97M-V/def2-TZVPD) of 2 unconnected molecules or ions with the total composition CH3ClNO2S.

```
9
Properties=species:S:1:pos:R:3:forces:R:3
C -0.95182 -1.62873 0.31878 0.61 0.13 -0.18
N -1.57683 -0.55938 -0.38870 -0.88 0.36 0.16
O 1.22672 3.42537 -0.81796 -0.07 -0.80 0.86
O 2.66534 1.64631 0.07495 -1.23 0.54 0.28
S 1.40006 2.38092 0.19506 1.10 0.11 -1.11
Cl -0.37808 0.54329 -0.94926 0.47 0.05 -0.27
H -0.33883 -2.29281 -0.32588 0.10 -0.13 0.12
H -0.29197 -1.28782 1.13929 -0.02 -0.18 0.10
H -1.75461 -2.22715 0.75371 -0.08 -0.07 0.03
```
Forces are in eV/Å.

Results
energy = -1103.47604 hartree
HOMO energy (spin up / spin down) = -0.087 / -0.087 hartree
charge = -1
energy relative to the best compared isomer or geometry (same formula, charge and spin) = 263.6 kJ/mol

---

The following is a DFT calculation (ωB97M-V/def2-TZVPD) of a single CH3ClOP2 molecule.

```
8
Properties=species:S:1:pos:R:3:forces:R:3
O 0.97303 -3.53682 0.33435 0.01 -0.87 -0.04
P -0.12322 -2.55171 0.37510 0.15 0.28 0.15
P 1.11922 -0.76900 -0.01979 0.13 -0.05 -0.06
C -0.12455 0.62566 0.24466 3.84 -0.12 0.45
Cl 0.32199 1.93856 -0.85237 0.03 0.60 0.22
H 1.04578 -1.20381 -1.42416 -0.34 0.77 0.77
H -1.03170 0.32600 -0.03737 -3.80 -0.99 -0.80
H -0.06667 0.84682 1.32516 -0.03 0.38 -0.69
```
Forces are in eV/Å.

Results
energy = -1257.99899 hartree
HOMO energy = -0.332 hartree
SMILES string = O=P#[PH]CCl
energy relative to the best compared isomer or geometry (same formula, charge and spin) = 12.7 kJ/mol